Record 1
Density functional theory data (ωB97M-V with the def2-TZVPD basis set) for the molecule C4H7Cl at a distorted geometry.

```
12
Properties=species:S:1:pos:R:3:forces:R:3:lowdin_charge:R:1
Cl -2.53593 -0.45396 0.03309 0.062 0.432 -0.397 0.5235
C -1.26097 0.82066 0.04042 2.243 -2.113 -2.808 -0.4857
C 0.19860 0.25229 -0.55062 -3.062 2.020 1.310 -0.3009
C 1.28287 -0.01124 0.43907 2.729 -0.634 -2.747 -0.1417
C 0.47333 -1.15813 -0.15339 0.063 0.318 0.929 -0.1615
H -1.29427 1.14770 1.00617 0.620 0.775 2.641 0.0146
H -1.49888 1.64808 -0.58508 -0.749 0.367 -0.624 0.0477
H 0.42223 0.86565 -1.45363 0.008 -1.479 0.380 0.1340
H 2.38921 0.11209 0.06006 -2.356 -0.183 0.726 0.1369
H 1.15853 0.26931 1.42777 -0.313 0.290 1.786 0.0647
H -0.21055 -1.62936 0.57464 0.133 0.473 -0.762 0.0833
H 0.87582 -1.86309 -0.83849 0.622 -0.267 -0.433 0.0851
```
Forces are in eV/Å.

Net charge: 0
Maximum force: 4.17 eV/Å
HOMO-LUMO gap: 11.64 eV
Energy: -16782.2390 eV

Record 2
Density functional theory data (ωB97M-V with the def2-TZVPD basis set) for the molecule C19H29N5O3S.

```
57
Properties=species:S:1:pos:R:3:forces:R:3:lowdin_charge:R:1
C -2.46188 -2.49256 -0.52746 -0.077 -0.006 0.256 -0.0970
C -3.40789 -2.37965 0.66342 -0.156 0.010 -0.208 -0.2283
C -4.81801 -1.94291 0.25406 0.070 -0.151 0.401 -0.1807
N -4.82674 -0.59983 -0.27945 0.156 -0.435 -0.412 0.0744
C -5.20395 0.46377 0.44289 -0.029 0.529 -0.514 -0.4779
O -5.73371 0.42458 1.53180 -0.119 0.070 0.444 0.0666
C -4.87292 1.80433 -0.25094 -0.467 -0.336 0.086 -0.0302
N -3.46662 2.09957 -0.04859 0.311 -0.028 -0.244 0.0339
C -3.07296 2.85388 1.00622 0.197 0.203 0.276 -0.1115
N -1.85480 3.13553 1.30592 -0.065 0.418 0.565 0.0852
C -0.90873 2.62045 0.49642 0.100 -0.497 -0.655 -0.5200
S 0.77434 2.87572 0.72373 -0.314 -0.175 -0.261 1.1733
C 1.12382 1.87063 -0.65916 -0.516 0.220 0.282 -0.3663
C 2.56909 1.71410 -0.92686 -0.156 -0.247 -0.374 -0.5248
O 3.36390 2.55173 -0.54519 0.208 0.154 0.212 0.0319
N 2.92211 0.60020 -1.61814 -0.004 -0.064 -0.257 0.0764
C 4.28362 0.12228 -1.56710 0.226 -0.178 0.036 -0.1467
C 4.37921 -1.05400 -0.58056 -0.057 0.313 -0.066 -0.1792
N 3.79600 -0.67662 0.69086 0.139 -0.109 -0.008 -0.1985
C 3.00003 -1.71478 1.31771 -0.245 -0.014 -0.117 -0.2483
C 1.60391 -1.79885 0.70365 0.256 -0.063 0.228 -0.0801
C 4.72466 -0.01793 1.59572 -0.114 0.173 0.158 -0.2438
C 4.03092 1.06726 2.41233 0.206 -0.163 -0.115 -0.0716
C 0.00408 1.38284 -1.28015 0.471 0.079 0.074 -0.2270
C -0.02533 0.53957 -2.51181 -0.047 0.043 -0.177 -0.0200
C -1.17796 1.81514 -0.61288 0.117 0.375 0.543 -0.1047
C -2.54578 1.50630 -0.92576 0.120 0.097 0.073 -0.3435
O -2.94719 0.79244 -1.83649 -0.039 -0.027 -0.269 0.0299
H -2.34804 -1.53652 -1.03259 0.063 0.102 -0.106 0.0475
H -1.47876 -2.81878 -0.19584 0.131 -0.032 -0.054 0.0603
H -2.83998 -3.21740 -1.24540 0.001 -0.092 -0.127 0.0766
H -3.48054 -3.34629 1.16476 0.007 -0.005 0.080 0.1062
H -3.01253 -1.65864 1.38249 -0.038 -0.020 0.088 0.1110
H -5.21653 -2.62365 -0.50361 -0.029 -0.006 0.082 0.1218
H -5.47802 -1.94565 1.12424 0.006 -0.066 -0.160 0.1180
H -4.30383 -0.43607 -1.13329 -0.124 0.194 0.161 0.1074
H -5.47652 2.59498 0.19456 0.073 -0.121 -0.022 0.1331
H -5.06202 1.73577 -1.32463 0.036 0.103 0.156 0.1336
H -3.85523 3.24243 1.64250 -0.208 -0.038 -0.040 0.1432
H 2.22394 -0.12019 -1.71181 -0.093 0.111 0.069 0.1064
H 4.60712 -0.19165 -2.56387 0.081 0.069 0.081 0.1191
H 4.89743 0.96062 -1.23372 0.010 -0.109 -0.105 0.1151
H 3.81766 -1.89708 -0.99181 0.037 -0.035 0.005 0.1135
H 5.43088 -1.36773 -0.48904 -0.078 -0.063 -0.015 0.1239
H 2.89330 -1.46378 2.37378 0.049 -0.051 0.009 0.1096
H 3.49139 -2.70178 1.25850 0.014 0.082 0.098 0.1202
H 1.64446 -2.14168 -0.32844 -0.045 -0.050 -0.149 0.0594
H 1.13198 -0.81969 0.73031 -0.083 0.124 -0.009 0.0679
H 0.99300 -2.49882 1.26875 -0.129 -0.119 -0.015 0.0698
H 5.50581 0.45377 0.99743 0.055 -0.047 0.009 0.1140
H 5.21003 -0.74769 2.26663 0.051 0.042 -0.106 0.1181
H 4.73897 1.51883 3.10236 0.038 0.079 0.157 0.0733
H 3.20039 0.66213 2.98474 -0.095 -0.044 0.114 0.0665
H 3.65225 1.83790 1.74743 -0.030 0.070 -0.033 0.0445
H 0.78502 0.80544 -3.18633 0.061 -0.055 -0.033 0.0860
H -0.97752 0.67609 -3.01792 0.073 -0.086 -0.046 0.0770
H 0.05465 -0.51808 -2.25440 -0.006 -0.127 -0.045 0.0853
```
Forces are in eV/Å.

Net charge: 0
Maximum force: 0.83 eV/Å
HOMO-LUMO gap: 8.60 eV
Energy: -44603.9534 eV

Record 3
Density functional theory data (ωB97M-V with the def2-TZVPD basis set) for a cluster of 5 separate species, CH12O4S2 in total at a distorted geometry.

```
19
Properties=species:S:1:pos:R:3:forces:R:3:lowdin_charge:R:1
C -0.47105 -1.88840 1.06489 0.187 -0.612 -1.220 -0.3023
S -1.19165 -2.63170 -0.50150 -0.616 0.358 0.874 0.6277
S -2.52852 -1.39704 -1.37339 0.826 -0.328 -0.239 0.5745
H 0.32537 -2.59594 1.31600 0.028 0.167 -0.164 0.0602
H -1.20662 -1.93926 1.86513 -0.303 0.240 -0.275 0.0657
H -0.07203 -0.91339 0.82149 0.048 0.284 0.332 0.0027
H -1.71847 -0.33543 -1.78068 0.039 0.210 0.543 -0.1180
H 1.88300 -0.88779 -1.01196 0.450 0.480 0.337 0.0636
H 1.89643 0.49210 -0.18260 0.380 -0.525 0.075 0.0214
O 1.89368 0.07943 -1.07729 -0.556 -0.333 -0.138 -0.0537
H 0.73181 1.45529 1.35495 0.556 0.090 0.364 0.0138
H 2.05625 1.30497 2.25661 -0.127 0.154 -0.141 0.0725
O 1.59410 0.98423 1.47591 -0.461 -0.199 -0.246 -0.0727
H -1.39568 1.27092 1.36150 -0.562 0.036 -1.014 0.0604
H -0.90402 2.02578 -0.09201 -0.747 -0.881 0.482 0.0581
O -0.87390 1.91394 0.87638 1.142 0.787 0.412 -0.0405
H 0.31867 0.45581 -1.60484 0.637 0.942 -0.743 -0.0024
H 0.02808 1.59429 -2.71212 0.303 -0.243 -0.014 0.0744
O -0.36546 1.01220 -2.05649 -1.226 -0.625 0.774 -0.1054
```
Forces are in eV/Å.

Net charge: +1
Multiplicity: 2
Maximum force: 1.58 eV/Å
HOMO-LUMO gap (spin up / spin down): 10.56 / 6.56 eV
Energy: -31083.9536 eV

Record 4
Density functional theory data (ωB97M-V with the def2-TZVPD basis set) for a cluster of 3 separate species, C18H45N2O9P3 in total at a distorted geometry.

```
77
Properties=species:S:1:pos:R:3:forces:R:3:lowdin_charge:R:1
C -1.19654 -2.22002 3.33757 0.145 -0.037 -0.008 -0.0862
C -1.54514 -1.35180 4.52908 -0.238 0.123 -0.106 -0.2605
O -0.47847 -1.26570 5.49122 0.245 -0.197 -0.391 -0.1932
P 0.84743 -0.43640 5.11268 -1.846 -0.544 3.858 0.4313
O 0.41703 0.93893 4.83436 1.140 0.015 -1.988 -0.2259
O 1.60099 -0.42189 6.53286 0.391 -0.238 -0.351 -0.2101
C 1.94759 0.79871 7.18988 0.059 0.230 0.296 -0.2781
C 0.91612 1.15329 8.23800 -0.133 -0.137 0.004 -0.0708
O 1.66444 -1.59177 4.42025 0.332 0.805 -1.249 -0.1870
C 2.89159 -2.17874 4.88628 0.328 -0.114 -0.170 -0.2520
C 2.60422 -3.31570 5.83749 -0.172 -0.041 0.043 -0.0660
H -0.40485 -1.76450 2.73622 -0.030 0.021 -0.001 0.0626
H -2.07808 -2.34364 2.70814 -0.031 0.037 0.029 0.0690
H -0.84478 -3.20081 3.66187 -0.034 -0.011 0.003 0.0783
H -1.82286 -0.34867 4.19991 0.046 0.014 0.016 0.1075
H -2.39291 -1.77321 5.06692 0.059 -0.010 0.082 0.1185
H 2.07105 1.60732 6.47046 -0.146 -0.068 -0.105 0.1063
H 2.91897 0.62745 7.65961 -0.014 -0.083 -0.028 0.1159
H -0.07559 1.21601 7.79001 0.032 0.090 -0.060 0.0799
H 1.15458 2.10971 8.70497 0.019 -0.001 -0.009 0.0769
H 0.88066 0.38504 9.01161 0.024 0.018 0.014 0.0767
H 3.54747 -1.42875 5.32481 -0.183 0.114 0.125 0.1132
H 3.39484 -2.55637 3.99549 -0.099 0.047 -0.073 0.1166
H 2.00687 -2.98024 6.68316 0.073 0.081 0.032 0.0759
H 3.54134 -3.73366 6.20769 0.007 -0.004 -0.014 0.0807
H 2.04697 -4.10280 5.32882 0.038 -0.009 -0.023 0.0813
C -3.77038 -1.48750 -5.02955 0.033 0.113 -0.022 -0.0796
C -2.39071 -2.00397 -4.66784 -0.069 -0.133 0.166 -0.2785
O -1.33732 -1.25887 -5.28001 -0.202 0.446 -0.145 -0.2003
P -1.01678 0.25888 -4.78931 2.643 -3.955 -1.956 0.4641
O -0.65064 0.08219 -3.36978 -1.735 2.035 0.676 -0.2261
O 0.34128 0.54678 -5.58452 -0.267 0.579 -0.056 -0.2014
C 1.55645 0.89324 -4.90793 0.388 0.002 0.060 -0.2639
C 2.43835 -0.32310 -4.73706 -0.103 -0.163 -0.076 -0.0672
O -2.02211 0.97881 -5.76306 -0.633 1.046 1.378 -0.1860
C -1.69119 1.82775 -6.88211 -0.141 0.416 -0.192 -0.2407
C -1.49118 0.99479 -8.12461 -0.009 -0.205 0.031 -0.0638
H -3.94719 -0.49415 -4.61263 -0.015 -0.021 0.020 0.0681
H -4.53567 -2.15846 -4.63801 0.020 -0.017 0.008 0.0795
H -3.88191 -1.41580 -6.11170 -0.011 -0.045 -0.005 0.0781
H -2.25205 -2.00584 -3.58288 0.029 0.010 -0.012 0.1042
H -2.27025 -3.02859 -5.01767 0.065 0.023 -0.038 0.1176
H 1.34720 1.36601 -3.94845 -0.149 -0.115 0.028 0.0990
H 2.05258 1.63548 -5.53589 -0.074 -0.016 -0.062 0.1193
H 1.90445 -1.11071 -4.20489 -0.004 0.065 0.094 0.0803
H 3.34029 -0.06759 -4.17937 -0.001 0.026 -0.009 0.0728
H 2.72952 -0.72153 -5.70959 0.031 0.025 0.002 0.0785
H -0.83156 2.45661 -6.66084 0.129 -0.194 0.129 0.1137
H -2.54429 2.49376 -7.00918 -0.064 -0.069 0.117 0.1199
H -0.71361 0.24690 -7.97933 0.081 0.076 0.026 0.0767
H -1.21180 1.64038 -8.95790 -0.014 0.012 0.002 0.0830
H -2.41146 0.47010 -8.38190 -0.018 0.042 -0.017 0.0818
N 2.87493 -0.10767 0.48984 0.285 0.043 -0.060 0.0003
C 3.16156 1.02521 -0.40560 0.123 -0.168 -0.164 -0.2932
C 2.06399 2.08369 -0.32885 -0.139 -0.331 0.391 -0.2682
C 0.65122 1.48222 -0.51717 0.273 0.572 -0.089 -0.4329
P -0.45805 1.80329 0.92649 -0.087 -0.873 0.659 0.9376
C -2.01803 2.49549 0.21342 0.378 0.081 -0.331 -0.3992
C -3.00137 1.40294 -0.25505 -0.641 0.061 -0.039 -0.1820
C -2.89882 0.11797 0.55152 -0.217 -0.217 0.048 -0.5937
N -2.22850 -0.94055 -0.05558 0.275 0.504 -0.258 0.1537
O -3.39362 0.00843 1.65252 0.279 0.146 -0.070 0.0504
H 3.33113 0.04780 1.38110 -0.196 0.019 0.107 0.0651
H 3.29475 -0.95172 0.12088 -0.063 -0.025 -0.022 0.0622
H 3.23889 0.64710 -1.42871 -0.121 -0.055 -0.001 0.0972
H 4.13805 1.46402 -0.17347 -0.048 0.182 -0.087 0.1023
H 2.23457 2.86624 -1.06863 0.123 0.057 0.040 0.1011
H 2.13362 2.54629 0.65953 0.051 0.118 -0.046 0.0745
H 0.74574 0.39951 -0.57015 -0.086 -0.020 -0.155 0.0419
H 0.21897 1.84804 -1.45063 -0.124 -0.117 0.026 0.0540
H 0.11575 2.94135 1.52942 -0.061 0.310 -0.423 -0.0536
H -1.77326 3.13598 -0.63716 -0.131 0.092 0.037 0.0675
H -2.47808 3.12432 0.97437 -0.007 -0.107 0.102 0.0733
H -2.89725 1.21492 -1.32561 0.261 -0.131 0.043 0.0968
H -4.02197 1.76354 -0.11628 0.006 0.054 0.016 0.1108
H -1.89119 -0.73250 -0.98740 0.207 0.061 0.082 0.0646
H -1.49602 -1.32326 0.52784 -0.262 -0.339 0.119 0.0794
```
Forces are in eV/Å.

Net charge: 0
Maximum force: 5.14 eV/Å
HOMO-LUMO gap: 8.41 eV
Energy: -68674.2490 eV

Record 5
Density functional theory data (ωB97M-V with the def2-TZVPD basis set) for a structure of composition C16H17Br4O2SeSiY.

```
42
Properties=species:S:1:pos:R:3:forces:R:3:lowdin_charge:R:1
Y -0.03603 0.64163 -0.21173 0.075 -0.591 -0.341 1.2819
C -2.43461 0.17257 -3.34515 0.012 -0.008 0.011 -0.0301
C -1.85956 1.25445 -2.48527 -0.098 -0.043 -0.043 -0.2981
C -2.51827 1.69351 -1.33935 -0.153 0.013 0.004 -0.0914
C -2.00582 2.73096 -0.56566 0.172 0.252 0.114 -0.1279
C -0.80189 3.33763 -0.91658 -0.106 -0.030 -0.011 -0.1275
C -0.11581 2.88790 -2.05383 0.039 0.172 0.185 -0.1052
C -0.63702 1.85551 -2.81536 -0.009 -0.030 -0.154 -0.0664
H -3.01771 0.62075 -4.15349 0.012 -0.010 0.000 0.0977
H -3.09054 -0.47937 -2.77023 -0.002 0.016 0.000 0.0952
H -1.64108 -0.43702 -3.77041 0.009 -0.007 -0.006 0.0366
H -3.44121 1.21787 -1.03335 0.010 -0.027 -0.026 0.1266
H -2.53539 3.05197 0.32091 -0.023 -0.021 0.008 0.1206
H -0.41782 4.16392 -0.33365 0.051 -0.017 0.030 0.1168
H 0.81632 3.35610 -2.34355 0.027 -0.034 0.022 0.1214
H -0.08711 1.48834 -3.67181 -0.017 -0.007 -0.004 0.1367
Br 4.35616 -4.85389 -0.94257 0.005 -0.005 0.003 0.7141
C 2.99394 -3.59184 -1.25975 0.000 0.037 0.037 -0.7582
C 2.05444 -3.79804 -2.25836 -0.077 0.034 -0.063 -0.7566
Br 2.11165 -5.34609 -3.33322 0.013 0.003 0.015 0.7111
C 1.04944 -2.84523 -2.47250 -0.094 -0.035 -0.154 -0.6302
Br -0.27074 -3.06758 -3.80831 0.037 0.014 0.046 0.7757
C 0.97525 -1.69411 -1.70852 0.030 0.147 0.210 -0.3902
O 0.03860 -0.74973 -1.84408 0.137 -0.081 0.177 -0.2715
C 1.94363 -1.48172 -0.69723 -0.067 0.214 0.268 -0.3986
O 1.82195 -0.35855 0.03275 -0.193 -0.019 -0.195 -0.2979
C 2.92582 -2.43103 -0.47933 0.157 0.056 0.027 -0.6398
Br 4.16439 -2.06931 0.89856 -0.019 -0.023 -0.027 0.7720
C 0.47580 1.81753 2.70573 0.096 0.049 0.155 -0.2417
Si -0.31042 0.16628 3.21533 -0.239 -0.085 -0.481 0.0642
C -1.26520 0.43467 4.78439 0.036 0.109 0.151 -0.2298
C 1.02372 -1.09972 3.42926 0.094 -0.092 0.048 -0.2162
Se -1.77120 -0.45108 1.57527 0.063 0.076 0.080 0.2648
H 1.14244 2.13213 3.51594 -0.014 0.064 -0.056 0.0442
H -0.27937 2.59610 2.57678 -0.001 0.005 -0.024 0.0280
H 1.14015 1.80049 1.82986 0.064 -0.062 -0.043 -0.0003
H -0.58645 0.69414 5.60249 -0.064 0.004 0.008 0.0347
H -1.79117 -0.48288 5.05291 -0.004 0.015 0.006 0.0333
H -2.00327 1.23020 4.67202 -0.004 -0.018 0.017 0.0298
H 1.71498 -0.83804 4.23559 -0.019 0.003 -0.018 0.0399
H 1.59481 -1.20187 2.50427 0.024 -0.033 0.028 -0.0076
H 0.57421 -2.06756 3.66125 0.040 -0.003 -0.005 0.0401
```
Forces are in eV/Å.

Net charge: 0
Maximum force: 0.69 eV/Å
HOMO-LUMO gap: 6.96 eV
Energy: -375405.0520 eV